# C10H11N3

A single C10H11N3 molecule (wB97M-V/def2-TZVPD, OMol25).

Geometry (Å):
C1 -0.60 2.75 -0.41
C2 -0.59 1.28 -0.13
C3 -1.79 0.46 -0.41
C4 -1.44 -0.82 -0.61
C5 0.01 -1.00 -0.43
N1 0.56 -2.21 -0.73
C6 0.45 -3.10 0.19
C7 -0.09 -2.68 1.46
N2 -0.29 -1.41 1.52
N3 -0.21 -0.25 1.98
C8 0.20 0.76 1.10
C9 0.61 0.39 -0.38
C10 1.94 0.74 -0.98
H1 -0.26 2.95 -1.43
H2 0.05 3.29 0.28
H3 -1.61 3.15 -0.31
H4 -2.79 0.85 -0.41
H5 -2.10 -1.66 -0.76
H6 0.75 -4.11 -0.01
H7 -0.36 -3.37 2.24
H8 0.75 1.53 1.63
H9 1.86 1.63 -1.59
H10 2.26 -0.08 -1.62
H11 2.70 0.90 -0.22

For the frontier orbital gap, the calculation gives 7.945 eV. The structure (SMILES) is C[C@]12C=C\C3=N/C=C\N=N\[C@H]1[C@@]32C. For the largest force on an atom, the calculation gives 4.5 eV/Å. The energy above the lowest of the compared OMol25 structures with the same formula, charge and spin is 5.6103 eV. Its net charge is 0. The value obtained for the LUMO energy is 0.4 eV. As for the total energy: -15013.60890 eV.